Record 1
{
  "formula": "C3H3NO2S",
  "method": "ωB97M-V/def2-TZVPD",
  "elements": ["O", "C", "O", "C", "N", "H", "C", "S", "H", "H"],
  "xyz": [[-4.1454, 0.3539, -1.1509], [-3.9185, 0.0227, -0.0869], [-3.7854, -0.3080, 0.9884], [3.8583, 3.8762, -0.3689], [4.2787, 4.5411, 0.4514], [3.5869, 3.2639, -1.1767], [0.0405, -2.9428, 0.4981], [-0.3326, -2.8900, -1.0553], [0.7072, -3.8529, 0.8071], [-0.2896, -2.0643, 1.0938]],
  "mulliken_charge": [-0.33, 0.66, -0.33, 0.05, -0.30, 0.25, -0.31, -0.19, 0.24, 0.25],
  "relative_energy_ev": 2.4341,
  "e_lumo_ev": -0.499,
  "smiles": "O=C=O.C#N.C=S",
  "multiplicity": 1
}

Record 2
{
  "formula": "C29H25ClIN6O6Ti",
  "method": "ωB97M-V/def2-TZVPD",
  "elements": ["Ti", "C", "C", "N", "C", "C", "C", "O", "C", "C", "N", "C", "C", "C", "C", "C", "C", "I", "C", "O", "H", "H", "H", "H", "H", "H", "H", "H", "H", "H", "H", "H", "O", "C", "O", "C", "C", "N", "N", "C", "C", "O", "O", "H", "H", "H", "Cl", "C", "C", "C", "C", "C", "C", "C", "H", "H", "H", "H", "H", "H", "N", "C", "C", "N", "C", "H", "H", "H", "H"],
  "xyz": [[-0.1885, -0.3018, -0.5698], [1.4415, 2.4856, -3.6621], [2.3631, 2.1935, -2.5111], [3.4064, 3.0192, -2.3291], [4.2154, 2.7490, -1.2981], [4.0621, 1.6978, -0.4216], [5.0655, 1.4814, 0.6681], [5.9389, 0.3725, 0.4257], [2.9596, 0.8026, -0.5927], [2.7514, -0.2986, 0.2644], [1.7249, -1.1688, 0.1788], [1.6537, -2.1655, 1.1448], [1.7111, -1.8729, 2.5133], [1.5488, -2.8572, 3.4719], [1.3202, -4.1724, 3.0943], [1.2819, -4.4955, 1.7450], [1.4617, -3.5065, 0.7946], [1.5396, -4.0574, -1.2262], [2.0870, 1.1093, -1.6848], [0.9876, 0.3750, -1.9063], [1.9164, 3.2050, -4.3263], [1.2001, 1.5740, -4.2103], [0.4935, 2.9028, -3.3110], [5.0551, 3.4273, -1.1673], [5.7098, 2.3582, 0.7561], [4.5616, 1.3378, 1.6336], [5.4241, -0.2972, -0.0385], [3.4877, -0.4793, 1.0473], [1.8402, -0.8363, 2.8024], [1.5759, -2.5922, 4.5219], [1.1696, -4.9433, 3.8380], [1.1182, -5.5176, 1.4317], [-5.0501, -3.7274, -1.4811], [-3.8482, -4.3313, -1.6200], [-3.7435, -5.5170, -1.5269], [-2.7313, -3.3945, -1.9466], [-2.2899, -3.0458, -3.2041], [-1.3053, -2.1372, -3.0344], [-1.0910, -1.8893, -1.7483], [-1.9430, -2.6355, -1.0648], [-1.9654, -2.4311, 0.4247], [-2.6564, -3.1389, 1.1282], [-1.2033, -1.4485, 0.7824], [-4.9300, -2.7673, -1.4636], [-2.5936, -3.3779, -4.1814], [-0.7245, -1.6914, -3.7248], [-4.4297, -0.4071, -0.0667], [-3.8202, 1.1893, 0.3191], [-4.4755, 1.8858, 1.3199], [-4.0614, 3.1625, 1.6649], [-2.9975, 3.7250, 0.9668], [-2.3616, 3.0147, -0.0318], [-2.7202, 1.6974, -0.3865], [-1.9470, 0.9499, -1.3672], [-5.3104, 1.4179, 1.8249], [-4.5677, 3.7093, 2.4492], [-2.6705, 4.7325, 1.1983], [-1.5450, 3.4740, -0.5784], [-1.3820, 1.6322, -2.0085], [-2.5657, 0.2923, -1.9821], [0.3941, 3.0447, 2.1320], [-0.3922, 2.2598, 2.9440], [-0.6156, 1.1159, 2.2458], [0.0198, 1.1989, 1.0272], [0.6094, 2.3707, 0.9854], [0.7313, 3.9677, 2.3354], [-0.7212, 2.5820, 3.9143], [-1.1842, 0.2403, 2.5094], [1.2047, 2.7485, 0.1688]],
  "mulliken_spin": [0.92, -0.01, 0.02, 0.18, -0.05, 0.05, 0.03, 0.01, -0.10, 0.44, 0.25, -0.10, 0.04, -0.01, 0.02, -0.01, 0.02, 0.00, 0.13, 0.02, 0.00, 0.00, 0.00, 0.00, 0.00, 0.00, 0.00, 0.06, 0.01, 0.00, 0.00, 0.00, 0.00, 0.00, 0.00, 0.00, 0.01, 0.00, 0.01, 0.01, 0.00, 0.01, 0.00, 0.00, 0.00, 0.00, 0.00, 0.00, 0.00, 0.00, 0.00, -0.01, -0.02, 0.03, 0.00, 0.00, 0.00, 0.00, -0.02, 0.00, 0.00, 0.00, 0.04, -0.04, 0.06, 0.00, 0.00, 0.00, -0.01],
  "relative_energy_ev": 0.7001,
  "e_lumo_ev": [2.149, 2.140],
  "s_squared": 2.028,
  "total_charge": -1,
  "multiplicity": 3
}